Entry from OMol25: a cluster of 14 separate species, C72H200N24O20P8S2 in total in a non-equilibrium geometry (wB97M-V/def2-TZVPD).

Results
Frontier orbital gap in eV: 7.87
HOMO energy in eV: -7.8873
Energy in eV: -250599.7881

Last column: Löwdin charge in e.
CARTESIAN COORDINATES (ANGSTROEM)
C: -10.2182 -3.2314 2.2468  -0.116
O: -9.0760 -2.4635 1.9681  -0.202
C: -8.6083 -2.3833 0.6407  -0.186
C: -7.1607 -1.8172 0.5266  -0.251
O: -7.2077 -0.4981 0.8688  -0.145
C: -6.1413 0.2479 0.1557  -0.046
H: -10.1054 -4.2915 2.0198  0.083
H: -11.0809 -2.8561 1.6962  0.081
H: -10.4049 -2.9985 3.2951  0.090
H: -9.2509 -1.7206 0.0610  0.127
H: -8.6701 -3.4294 0.3410  0.102
H: -6.7925 -2.0046 -0.4821  0.090
H: -6.4662 -2.3767 1.1533  0.125
H: -5.3334 -0.3630 -0.2470  0.040
H: -5.7981 1.0232 0.8406  0.087
H: -6.5144 0.7738 -0.7232  0.072
C: -4.1721 1.6938 -6.8219  -0.100
O: -2.9640 1.3298 -6.2056  -0.190
C: -2.6571 1.8324 -4.9311  -0.193
C: -3.7807 1.8829 -3.8799  -0.217
O: -4.4603 3.1035 -4.0353  -0.203
C: -5.5736 3.1867 -3.1422  -0.068
H: -4.1876 1.8755 -7.8965  0.086
H: -4.5211 2.6206 -6.3665  0.086
H: -4.8750 0.8823 -6.6333  0.075
H: -2.3068 2.8579 -5.0478  0.127
H: -1.8043 1.2155 -4.6478  0.109
H: -3.3729 1.8300 -2.8704  0.109
H: -4.4060 1.0253 -4.1280  0.104
H: -6.3764 2.6308 -3.6267  0.082
H: -5.8894 4.2242 -3.0330  0.092
H: -5.2722 2.6745 -2.2285  0.077
C: -2.2430 -7.8858 -3.2314  -0.055
O: -1.5633 -7.1622 -2.1588  -0.212
C: -1.9597 -7.4486 -0.8409  -0.217
C: -1.3601 -6.4682 0.1239  -0.162
O: -1.6333 -5.0400 -0.1471  -0.208
C: -0.8609 -4.1632 0.7314  -0.085
H: -3.3128 -7.6821 -3.2758  0.070
H: -2.0856 -8.9391 -2.9991  0.082
H: -1.7183 -7.7086 -4.1702  0.071
H: -1.6705 -8.4887 -0.6902  0.132
H: -3.0347 -7.2927 -0.7514  0.118
H: -0.2795 -6.5371 -0.0010  0.110
H: -1.6028 -6.6156 1.1762  0.128
H: -0.8698 -3.1771 0.2670  0.059
H: 0.1735 -4.5040 0.7739  0.066
H: -1.3096 -4.1309 1.7243  0.082
C: 6.7084 4.7784 -3.7874  -0.103
O: 5.4548 4.3735 -3.2749  -0.196
C: 4.7730 3.5823 -4.1917  -0.209
C: 3.6745 2.6841 -3.4601  -0.143
O: 4.0662 1.6672 -2.5026  -0.217
C: 4.9094 0.5929 -2.9087  -0.088
H: 6.5333 5.6139 -4.4652  0.085
H: 7.2920 4.0785 -4.3855  0.087
H: 7.2774 5.2200 -2.9693  0.091
H: 5.4885 2.8881 -4.6322  0.103
H: 4.2984 4.1119 -5.0179  0.126
H: 3.1385 2.1536 -4.2470  0.109
H: 3.0140 3.3950 -2.9638  0.105
H: 5.8858 0.9674 -3.2161  0.078
H: 4.4194 0.1130 -3.7559  0.084
H: 5.0340 -0.1242 -2.0974  0.067
O: -8.0773 -3.6440 -2.1119  -0.282
P: -7.1588 -3.6800 -3.2788  0.652
N: -6.4315 -2.2149 -3.7540  -0.290
C: -7.2444 -1.1084 -4.3177  -0.106
C: -5.1142 -1.7632 -3.2967  -0.115
N: -7.9825 -4.2045 -4.7640  -0.307
C: -8.8100 -5.3749 -4.5833  -0.141
C: -7.6262 -3.8138 -6.1309  -0.110
N: -5.8482 -4.8302 -3.2325  -0.310
C: -4.8929 -4.9414 -4.3077  -0.126
C: -5.3382 -5.3101 -1.9515  -0.106
H: -7.2404 -0.3232 -3.5617  0.067
H: -8.3078 -1.3212 -4.4269  0.090
H: -6.7925 -0.6070 -5.1736  0.073
H: -4.5845 -1.2541 -4.1018  0.084
H: -4.4305 -2.5776 -3.0572  0.065
H: -5.2857 -1.0969 -2.4512  0.063
H: -9.1892 -5.5685 -3.5799  0.078
H: -9.6829 -5.2642 -5.2267  0.074
H: -8.3088 -6.2546 -4.9872  0.073
H: -6.7043 -4.3420 -6.3742  0.064
H: -8.4686 -3.9087 -6.8161  0.085
H: -7.4886 -2.7376 -6.2358  0.054
H: -4.8798 -5.9802 -4.6376  0.084
H: -5.0522 -4.2034 -5.0939  0.071
H: -3.9244 -4.7610 -3.8412  0.063
H: -4.9696 -6.3263 -2.0913  0.063
H: -6.1268 -5.4182 -1.2068  0.084
H: -4.5200 -4.6824 -1.5984  0.076
O: 2.1684 -2.2584 -4.1667  -0.294
P: 1.5280 -3.1359 -5.1780  0.661
N: 2.5668 -4.2967 -5.8962  -0.295
C: 2.9653 -5.4548 -5.1078  -0.136
C: 3.6883 -3.8930 -6.7967  -0.083
N: 1.0483 -2.2438 -6.6176  -0.314
C: 0.6253 -2.8445 -7.9027  -0.106
C: 0.5251 -0.8961 -6.4057  -0.123
N: 0.1383 -4.0808 -4.5984  -0.282
C: -0.4771 -5.1815 -5.3367  -0.108
C: -0.5290 -3.7152 -3.3467  -0.112
H: 3.1218 -6.2864 -5.7948  0.086
H: 2.1920 -5.8564 -4.4529  0.065
H: 3.8613 -5.2653 -4.5168  0.062
H: 4.0136 -4.7676 -7.3600  0.084
H: 4.5343 -3.5252 -6.2160  0.063
H: 3.3907 -3.1026 -7.4858  0.071
H: 1.0262 -3.8578 -7.8789  0.060
H: -0.4509 -2.6785 -7.9511  0.082
H: 1.1627 -2.3925 -8.7363  0.078
H: -0.5628 -0.9237 -6.4685  0.071
H: 0.7297 -0.4095 -5.4520  0.060
H: 0.8849 -0.2485 -7.2052  0.083
H: -0.1218 -5.1491 -6.3666  0.063
H: -0.3080 -6.1277 -4.8226  0.068
H: -1.5183 -4.9400 -5.5504  0.080
H: 0.1609 -3.5746 -2.5146  0.052
H: -1.2610 -4.4179 -2.9485  0.073
H: -1.0866 -2.7930 -3.5102  0.064
O: 5.5523 -2.2626 -0.2831  -0.272
P: 5.1864 -3.5870 -0.8163  0.613
N: 5.9791 -3.9304 -2.3070  -0.305
C: 5.6309 -3.2307 -3.5413  -0.122
C: 7.4251 -4.3471 -2.3227  -0.081
N: 3.5356 -3.7624 -1.1998  -0.272
C: 2.8233 -4.8890 -1.8645  -0.089
C: 2.5910 -2.7858 -0.6832  -0.121
N: 5.4461 -4.9762 0.1823  -0.299
C: 6.1664 -4.9394 1.4038  -0.138
C: 5.3096 -6.2857 -0.4041  -0.138
H: 5.7912 -3.9561 -4.3390  0.061
H: 6.3306 -2.4180 -3.7364  0.084
H: 4.5744 -2.9629 -3.5242  0.061
H: 7.9885 -3.4300 -2.1508  0.076
H: 7.6587 -4.8141 -3.2795  0.082
H: 7.6946 -4.9865 -1.4821  0.067
H: 2.1485 -4.6145 -2.6754  0.045
H: 3.5608 -5.6108 -2.2153  0.053
H: 2.3634 -5.4396 -1.0439  0.076
H: 2.7302 -2.7111 0.3953  0.059
H: 2.9196 -1.8424 -1.1191  0.070
H: 1.5315 -3.0354 -0.7408  0.063
H: 5.9209 -5.7823 2.0498  0.083
H: 7.2159 -5.1241 1.1747  0.083
H: 5.9731 -3.9841 1.8918  0.055
H: 6.0169 -6.9906 0.0328  0.090
H: 5.4820 -6.3930 -1.4750  0.069
H: 4.2861 -6.6551 -0.3409  0.069
O: -2.0195 2.3632 -0.2217  -0.299
P: -1.1904 1.1309 -0.3065  0.654
N: -0.2075 0.9327 -1.7300  -0.269
C: 0.2123 2.0605 -2.5612  -0.105
C: 0.6988 -0.2185 -1.7873  -0.116
N: -2.0927 -0.3128 -0.3561  -0.268
C: -2.4296 -1.0300 -1.5802  -0.108
C: -2.7466 -0.9012 0.8240  -0.097
N: -0.0781 0.9297 1.0481  -0.257
C: 0.4742 -0.4038 1.4500  -0.099
C: 0.8742 1.9646 1.2611  -0.145
H: 0.8590 2.7722 -2.0481  0.063
H: -0.6824 2.5947 -2.8810  0.066
H: 0.6723 1.7756 -3.5074  0.075
H: 1.6848 -0.0798 -1.3438  0.067
H: 0.8591 -0.4810 -2.8330  0.067
H: 0.3114 -1.0599 -1.2128  0.049
H: -2.4691 -0.3902 -2.4618  0.073
H: -1.7083 -1.8208 -1.7864  0.052
H: -3.4480 -1.4185 -1.5914  0.045
H: -3.7441 -1.2865 0.6127  0.065
H: -2.2399 -1.7901 1.1999  0.051
H: -2.8018 -0.1277 1.5900  0.084
H: 0.6200 -0.6324 2.5058  0.051
H: -0.2585 -1.1791 1.2262  0.044
H: 1.4792 -0.4959 1.0383  0.072
H: 1.6904 1.6924 1.9304  0.072
H: 0.3306 2.8517 1.5862  0.055
H: 1.3690 2.2519 0.3334  0.064
O: 8.3025 2.0298 2.9478  -0.283
P: 7.4624 1.5028 1.8739  0.584
N: 8.0188 1.5766 0.2377  -0.290
C: 8.8870 2.6793 -0.1913  -0.098
C: 7.9494 0.4679 -0.7333  -0.120
N: 5.9933 2.3180 1.7457  -0.288
C: 5.8722 3.6920 2.2161  -0.103
C: 4.9809 1.8968 0.7364  -0.085
N: 6.9759 -0.1437 2.1652  -0.287
C: 5.9920 -0.5908 3.1085  -0.126
C: 8.0429 -1.1437 2.0223  -0.119
H: 8.9558 3.5459 0.4663  0.085
H: 8.4603 2.9440 -1.1588  0.067
H: 9.8833 2.2829 -0.3870  0.079
H: 8.8035 -0.2092 -0.7460  0.069
H: 8.1386 0.9059 -1.7133  0.068
H: 6.9974 -0.0613 -0.6898  0.054
H: 5.7532 4.3506 1.3558  0.059
H: 4.9774 3.8240 2.8244  0.056
H: 6.7758 3.9124 2.7844  0.081
H: 5.1882 2.3555 -0.2304  0.072
H: 5.0530 0.8340 0.5055  0.067
H: 3.9622 2.1879 0.9924  0.048
H: 5.0975 0.0025 2.9185  0.063
H: 5.6804 -1.6035 2.8528  0.058
H: 6.2313 -0.4701 4.1650  0.087
H: 7.6698 -2.0994 1.6543  0.061
H: 8.5118 -1.2413 3.0015  0.084
H: 8.8389 -0.8572 1.3349  0.063
O: -2.4073 7.2396 3.7577  -0.277
P: -3.3177 6.1584 3.3713  0.560
N: -4.3450 6.5573 2.0786  -0.305
C: -3.9776 6.2749 0.6393  -0.070
C: -5.2173 7.6618 2.2376  -0.151
N: -4.3700 5.8477 4.6911  -0.306
C: -3.9356 5.9804 6.0827  -0.114
C: -5.3744 4.7466 4.5656  -0.118
N: -2.5957 4.6171 3.0758  -0.238
C: -3.3221 3.3658 2.6392  -0.106
C: -1.1263 4.4440 3.3501  -0.097
H: -3.6172 7.2021 0.1937  0.076
H: -4.8196 5.8388 0.1018  0.077
H: -3.1329 5.5867 0.6074  0.047
H: -5.7745 7.6025 3.1726  0.075
H: -6.0060 7.6579 1.4852  0.086
H: -4.6447 8.5860 2.3154  0.086
H: -4.7422 5.6727 6.7480  0.080
H: -2.9743 5.5064 6.2814  0.070
H: -3.7486 7.0486 6.1917  0.076
H: -5.7827 4.7822 3.5556  0.070
H: -5.0613 3.8165 5.0398  0.045
H: -6.1906 5.0821 5.2054  0.073
H: -4.3462 3.6424 2.3884  0.057
H: -3.1070 3.0139 1.6302  0.032
H: -3.2627 2.4564 3.2371  0.063
H: -0.6346 5.2547 2.8123  0.063
H: -0.7030 3.4941 3.0235  0.049
H: -0.8161 4.6321 4.3780  0.067
O: -4.2814 -1.4374 7.3294  -0.308
P: -3.0967 -0.5515 7.0396  0.572
N: -2.0617 -0.3067 8.3561  -0.298
C: -1.2045 -1.3950 8.8959  -0.094
C: -2.3187 0.7944 9.3549  -0.087
N: -3.5189 1.0555 6.5524  -0.267
C: -4.8240 1.6688 6.9869  -0.113
C: -2.5923 2.0317 5.8887  -0.095
N: -2.0167 -1.0138 5.8477  -0.285
C: -2.5049 -1.8648 4.7744  -0.101
C: -0.6207 -0.5843 5.7112  -0.117
H: -0.6916 -1.7995 8.0233  0.053
H: -1.7542 -2.1013 9.5181  0.086
H: -0.2986 -1.0063 9.3609  0.079
H: -2.6163 1.7404 8.9025  0.061
H: -1.4592 0.9221 10.0130  0.070
H: -3.0643 0.4637 10.0779  0.075
H: -5.4356 0.9527 7.5357  0.070
H: -4.7106 2.5079 7.6733  0.066
H: -5.4749 2.0467 6.1984  0.060
H: -1.7426 2.1987 6.5507  0.062
H: -2.1503 1.4988 5.0469  0.058
H: -3.0062 3.0267 5.7251  0.061
H: -1.9705 -2.7987 4.6006  0.057
H: -3.5726 -2.0812 4.8097  0.086
H: -2.1570 -1.3520 3.8776  0.059
H: -0.5331 0.3307 6.2970  0.059
H: -0.3563 -0.2657 4.7029  0.069
H: 0.1262 -1.2989 6.0568  0.063
O: 2.5529 8.1849 1.3245  -0.285
P: 2.1107 7.4611 0.1221  0.540
N: 2.8600 5.9747 -0.1815  -0.286
C: 4.1643 6.0060 -0.8658  -0.095
C: 2.8646 4.9072 0.9122  -0.069
N: 2.3319 8.3287 -1.3624  -0.304
C: 1.9689 7.7381 -2.6487  -0.110
C: 3.0620 9.6339 -1.3129  -0.097
N: 0.4843 7.0790 0.2561  -0.306
C: -0.1609 5.9587 -0.4464  -0.093
C: -0.4078 8.1408 0.6449  -0.114
H: 4.0542 5.6543 -1.8916  0.056
H: 4.8331 5.3329 -0.3293  0.063
H: 4.5340 7.0311 -0.8435  0.078
H: 2.9360 3.8777 0.5615  0.048
H: 1.8721 5.0174 1.3491  0.064
H: 3.6949 5.1421 1.5781  0.067
H: 0.8915 7.8536 -2.7665  0.067
H: 2.5816 8.1744 -3.4376  0.085
H: 2.0945 6.6558 -2.6156  0.056
H: 4.1093 9.4505 -1.5528  0.069
H: 2.5163 10.3735 -1.8988  0.078
H: 3.0854 9.9950 -0.2847  0.064
H: -1.0175 5.5451 0.0859  0.058
H: -0.5335 6.4005 -1.3706  0.075
H: 0.5818 5.1705 -0.5701  0.056
H: -0.7220 8.7785 -0.1814  0.083
H: 0.1646 8.7045 1.3816  0.078
H: -1.2157 7.7859 1.2848  0.064
C: 3.7998 -4.0408 3.8580  -0.198
C: 3.0609 -4.9687 2.8486  -0.176
C: 1.6747 -5.2865 3.5143  -0.182
S: 1.1432 -3.7329 4.4010  0.717
O: 0.8961 -4.0849 5.8108  -0.337
O: 0.2052 -3.0477 3.5370  -0.366
C: 2.8023 -2.8684 4.2051  -0.183
H: 4.7080 -3.5529 3.5040  0.070
H: 4.1730 -4.4548 4.7947  0.118
H: 3.5768 -5.8960 2.5996  0.103
H: 3.0110 -4.3509 1.9520  0.092
H: 1.5630 -5.9992 4.3314  0.094
H: 0.8828 -5.5898 2.8295  0.075
H: 3.0424 -2.2936 5.0996  0.095
H: 2.7242 -2.0965 3.4396  0.082
C: 3.1055 2.2076 4.5006  -0.226
C: 2.1470 3.1097 5.1953  -0.210
C: 2.3256 2.9631 6.7680  -0.183
S: 4.1355 2.7791 7.0518  0.688
O: 4.3581 2.0591 8.2987  -0.332
O: 4.7968 4.0603 6.8881  -0.324
C: 4.2613 1.8476 5.4943  -0.203
H: 3.5103 2.5810 3.5599  0.079
H: 2.5045 1.3623 4.1655  0.094
H: 1.1370 2.8483 4.8798  0.092
H: 2.3062 4.1336 4.8571  0.118
H: 1.9442 1.9762 7.0302  0.087
H: 1.8646 3.6967 7.4294  0.105
H: 4.0402 0.8361 5.8350  0.090
H: 5.2398 1.9638 5.0283  0.097